--- A ---
Here is a 2-piece molecular cluster, C6H14N2O2 overall from the Open Molecules 2025 dataset. Energies are from ωB97M-V/def2-TZVPD.

Last column: Löwdin charge in e.
Positions of all 24 atoms, in Å:
O: -0.48428 1.89062 3.15811  0.0288
O: -0.98182 -1.16349 -0.61662  0.0239
N: 0.57898 0.65544 1.55012  0.0275
N: 0.55016 -1.03976 -2.24628  0.0126
C: -1.65105 0.09213 -2.49816  -0.0030
C: 1.71483 1.59592 1.57704  -0.0843
C: -1.69010 0.08795 2.26513  -0.0224
C: 1.60525 -1.73158 -1.44298  -0.0412
C: -0.67723 -0.74050 -1.72418  -0.5718
C: -0.43947 0.95983 2.36191  -0.5606
H: 1.26943 2.68075 1.69992  0.1218
H: 2.28905 1.48721 0.67375  0.0596
H: -1.03498 0.89415 -3.00563  0.0949
H: 2.50313 -1.69524 -2.00498  0.0728
H: 0.83432 -0.17977 1.05785  0.0967
H: -2.31457 0.17035 3.19717  0.0913
H: -1.47896 -0.95068 1.98609  0.0639
H: -2.52165 0.34994 1.61264  0.0682
H: -1.93147 -0.63406 -3.30947  0.1037
H: 0.85572 -0.72336 -3.15462  0.1259
H: -2.39563 0.51344 -1.81912  0.0881
H: 1.21881 -2.69935 -1.27030  0.0672
H: 1.71072 -1.40478 -0.39858  0.0692
H: 2.47082 1.58485 2.35120  0.0675

- structure (SMILES) = CNC(C)=O.CNC(C)=O
- HOMO level (eV) = -9.3
- LUMO level (eV) = 0.6
- charge = 0

***

--- B ---
Here is a 2-piece molecular cluster, C6H14N2O2 overall from the Open Molecules 2025 dataset. Energies are from ωB97M-V/def2-TZVPD.

Last column: Löwdin charge in e.
Positions of all 24 atoms, in Å:
O: 0.61773 -0.38458 -1.81091  0.0445
O: -3.27253 -0.25893 1.63385  0.0416
N: -1.40880 -0.56298 0.37118  -0.0147
N: 1.96064 0.56202 -0.13153  -0.0009
C: 2.90051 -1.14096 -1.40250  -0.0087
C: 1.64591 -0.30138 -1.16256  -0.5061
C: -2.57095 0.11096 0.71135  -0.5416
C: -2.75360 1.43624 0.02513  -0.0022
C: 1.15762 1.60852 0.46548  -0.0711
C: -1.17852 -1.84267 0.97982  -0.0921
H: 3.79563 -0.62524 -1.08674  0.0679
H: 1.10689 2.47292 -0.26317  0.1084
H: 2.79139 0.42267 0.40610  0.1163
H: 0.18246 1.29175 0.77499  0.0477
H: -0.77228 -1.72813 1.97445  0.0780
H: -0.95270 -0.23563 -0.48355  0.0853
H: -2.05782 -2.48247 1.06398  0.0818
H: -0.50635 -2.44742 0.31460  0.0953
H: -1.76292 1.78163 -0.31157  0.0650
H: 3.05026 -1.39220 -2.45495  0.0847
H: 1.69281 2.07326 1.27038  0.0759
H: -3.01185 2.23088 0.75790  0.0950
H: -3.53723 1.53707 -0.69128  0.0706
H: 2.88371 -2.12534 -0.95043  0.0793

- structure (SMILES) = CNC(C)=O.CNC(C)=O
- HOMO level (eV) = -9.3
- LUMO level (eV) = 0.6
- charge = 0

***

What should be chosen as the most stable of them? Choose B.

***

--- A ---
Here is a 2-piece molecular cluster, C3H3BrCl2 overall from the Open Molecules 2025 dataset. Energies are from ωB97M-V/def2-TZVPD.

Last column: Löwdin charge in e.
Positions of all 9 atoms, in Å:
Br: 1.64530 2.36375 0.36508  0.7529
Cl: 0.27676 -1.62192 -0.57062  0.4658
Cl: -0.11621 -0.53857 3.50705  0.7078
C: -0.69468 -0.62582 -1.67619  -0.5007
C: 0.53940 0.45695 2.39611  -0.7514
C: 0.99012 1.26960 1.63146  -0.7374
H: -0.65707 -1.07381 -2.66328  0.0251
H: -1.71443 -0.60172 -1.30176  0.0292
H: -0.26919 0.37154 -1.68785  0.0086

- structure (SMILES) = ClC#CBr.CCl
- HOMO level (eV) = -9.6
- LUMO level (eV) = 0.6
- charge = 0

***

--- B ---
Here is a 2-piece molecular cluster, C3H3BrCl2 overall from the Open Molecules 2025 dataset. Energies are from ωB97M-V/def2-TZVPD.

Last column: Löwdin charge in e.
Positions of all 9 atoms, in Å:
Br: 0.70295 -3.02378 1.37730  -0.0447
Cl: 1.58572 0.70942 -1.96947  0.5769
Cl: -0.33870 -2.30600 -2.10554  0.7802
C: 1.01560 -0.26124 -0.54360  -0.7056
C: 0.08239 -1.36426 -0.81515  -0.8279
C: -0.42940 -0.06887 -0.20223  -0.1388
H: -0.39332 -0.08763 0.89363  0.1128
H: -1.01308 0.44709 -0.95933  0.1156
H: 1.74627 -0.19666 0.34370  0.1315

- HOMO level (spin up / spin down) (eV) = -9.7 / -9.5
- LUMO level (spin up / spin down) (eV) = -2.1 / -2.4
- charge = 0

***

--- C ---
Here is the molecule C3H3BrCl2 from the Open Molecules 2025 dataset. Energies are from ωB97M-V/def2-TZVPD.

Last column: Löwdin charge in e.
Positions of all 9 atoms, in Å:
Br: -2.12389 1.16041 -0.08829  0.7419
Cl: 2.17121 0.62940 1.15438  0.5582
Cl: -2.34059 -1.85986 0.39172  0.5922
C: 0.29757 -0.63518 -0.13219  -0.1969
C: -1.34325 -0.49717 0.16576  -1.1617
C: 1.02414 0.63139 -0.20199  -0.7035
H: 1.48322 0.71056 -1.22784  0.0991
H: 0.23713 1.48725 -0.09461  0.0203
H: 0.59446 -1.62680 0.03306  0.0504

- structure (SMILES) = ClC/C=C(/Cl)Br
- HOMO level (spin up / spin down) (eV) = -8.6 / -8.5
- LUMO level (spin up / spin down) (eV) = -0.3 / -0.3
- charge = 0

***

What should be chosen as the most stable of them? Choose A.

***

--- A ---
Here is a 2-piece molecular cluster, C4H8O3 overall from the Open Molecules 2025 dataset. Energies are from ωB97M-V/def2-TZVPD.

Last column: Löwdin charge in e.
Positions of all 15 atoms, in Å:
O: 2.51742 -0.74821 2.01161  0.0716
O: 0.52841 0.95410 1.29219  0.0342
O: 1.67121 -1.67153 0.13379  0.0382
C: -0.27456 1.12700 0.39449  -0.2123
C: -2.16168 0.52859 -1.21999  -0.1047
C: -0.68752 0.23855 -0.74668  -0.1820
C: 2.46778 -1.64964 1.04324  -0.3915
H: -0.26081 0.62558 -1.65244  0.1089
H: 1.79096 -0.10383 1.83799  0.0653
H: -0.80914 2.08823 0.36592  0.1220
H: 3.26123 -2.39879 1.17004  0.1352
H: -2.86226 0.20420 -0.46170  0.0620
H: -2.33470 1.60198 -1.42026  0.0753
H: -2.41562 0.01582 -2.16366  0.0770
H: -0.43070 -0.81204 -0.58455  0.1010

- structure (SMILES) = CCC=O.O=CO
- HOMO level (eV) = -10.2
- LUMO level (eV) = 0.7
- charge = 0

***

--- B ---
Here is the molecule C4H8O3 from the Open Molecules 2025 dataset. Energies are from ωB97M-V/def2-TZVPD.

Last column: Löwdin charge in e.
Positions of all 15 atoms, in Å:
O: 0.87992 0.24868 0.56450  -0.0872
O: 0.39124 -1.75668 -0.39872  0.1287
O: -2.32387 -1.14287 0.45231  -0.0043
C: -1.11810 0.99854 -0.80483  0.0060
C: 0.06981 -0.73911 0.16785  -0.5140
C: -1.29551 -0.17739 0.36121  -0.2681
C: 2.26532 0.08986 0.42988  -0.0429
H: -0.37304 1.77390 -0.52485  0.0838
H: 2.58212 -0.55655 1.24580  0.0995
H: -0.70325 0.59949 -1.74874  0.0865
H: -1.36196 0.32806 1.32819  0.1506
H: -2.16291 -1.93687 -0.08015  0.1007
H: -2.04872 1.51842 -0.99287  0.0639
H: 2.52156 -0.34134 -0.53940  0.0990
H: 2.67738 1.09383 0.53980  0.0978

- structure (SMILES) = COC(=O)[C@@H](C)O
- HOMO level (eV) = -10.2
- LUMO level (eV) = 0.8
- charge = 0

***

What should be chosen as the most stable of them? Choose A.

***

--- A ---
Here is the molecule C4H8O3 from the Open Molecules 2025 dataset. Energies are from ωB97M-V/def2-TZVPD.

Last column: Löwdin charge in e.
Positions of all 15 atoms, in Å:
O: 1.89405 1.54733 -1.02854  0.0834
O: 1.11645 2.23396 0.96212  0.1159
O: -1.61159 0.17313 1.02425  -0.0271
C: -0.79015 -0.18642 -0.06067  -0.4374
C: 0.69578 -0.05387 0.27278  -0.0644
C: 1.22253 1.36122 0.14406  -0.5046
C: -1.13715 -1.63396 -0.37727  -0.0382
H: -1.60257 1.10416 1.25785  0.0970
H: -1.32604 -2.09271 0.60100  0.0902
H: 0.94018 -0.47120 1.24484  0.1391
H: 2.67329 2.10470 -0.91498  0.1221
H: -0.30952 -2.18048 -0.82321  0.0780
H: -1.00421 0.45528 -0.92513  0.1495
H: 1.29591 -0.62347 -0.43828  0.1180
H: -2.05695 -1.73767 -0.93881  0.0785

- structure (SMILES) = C[C@@H](O)CC(=O)O
- HOMO level (eV) = -10.5
- LUMO level (eV) = 0.7
- charge = 0

***

--- B ---
Here is the molecule C4H8O3 from the Open Molecules 2025 dataset. Energies are from ωB97M-V/def2-TZVPD.

Last column: Löwdin charge in e.
Positions of all 15 atoms, in Å:
O: 1.79764 1.37475 1.30638  0.0702
O: 1.16328 -1.11391 0.69947  -0.0089
O: -1.29085 -1.59759 -0.45639  -0.0182
C: -0.26256 0.32786 -1.52426  -0.0314
C: 0.61096 1.14932 1.22331  -0.1870
C: -0.87178 -0.26592 -0.25830  -0.4041
C: 0.09400 -0.23799 0.93820  -0.3288
H: 0.66507 -0.19220 -1.78386  0.0898
H: -0.47327 -0.57019 1.82399  0.1652
H: -0.48486 -2.13422 -0.43787  0.0952
H: -0.14295 1.94902 1.35469  0.1418
H: -0.03839 1.39534 -1.40420  0.0835
H: -1.77295 0.29761 0.01489  0.1506
H: -0.96791 0.21757 -2.35222  0.0855
H: 1.97457 -0.59945 0.85618  0.0966

- structure (SMILES) = C[C@@H](O)[C@@H](O)C=O
- HOMO level (eV) = -10.4
- LUMO level (eV) = 0.7
- charge = 0

***

--- C ---
Here is the molecule C4H8O3 from the Open Molecules 2025 dataset. Energies are from ωB97M-V/def2-TZVPD.

Last column: Löwdin charge in e.
Positions of all 15 atoms, in Å:
O: 0.72885 1.73905 0.78728  -0.0127
O: 1.68603 -0.44485 -0.49768  -0.0158
O: -2.03573 1.22269 -1.05532  0.0705
C: 0.56231 -0.57985 0.34669  -0.4131
C: -0.30443 -1.71252 -0.16699  -0.0300
C: -0.20740 0.73723 0.41274  -0.3218
C: -0.84115 1.13419 -0.90830  -0.2014
H: 0.25177 2.36366 1.34138  0.1057
H: -0.13902 1.35546 -1.73392  0.1418
H: -1.02173 0.64834 1.14320  0.1597
H: -0.57187 -1.54333 -1.21666  0.0904
H: 0.88256 -0.78328 1.38199  0.1516
H: -1.22725 -1.77523 0.42014  0.0927
H: 2.18877 0.30955 -0.15777  0.0961
H: 0.22685 -2.66466 -0.08837  0.0863

- structure (SMILES) = C[C@@H](O)[C@@H](O)C=O
- HOMO level (eV) = -9.7
- LUMO level (eV) = 0.6
- charge = 0

***

What should be chosen as the most stable of them? Choose A.

***

--- A ---
Here is the molecule C4H8O3 from the Open Molecules 2025 dataset. Energies are from ωB97M-V/def2-TZVPD.

Last column: Löwdin charge in e.
Positions of all 15 atoms, in Å:
O: -2.14298 -2.22223 0.33824  -0.0378
O: -0.67914 -1.10940 -1.63345  0.1253
O: 0.77786 -0.25732 -0.12968  -0.0164
C: 1.07786 2.01699 0.45372  -0.0653
C: 0.74902 1.07304 -0.68470  -0.2107
C: -0.86672 -1.75790 0.66509  -0.1685
C: -0.23911 -1.04180 -0.51021  -0.4729
H: 1.44576 1.14491 -1.52359  0.1259
H: 0.82458 3.04538 0.18394  0.0797
H: -2.17888 -2.26859 -0.63001  0.0871
H: -0.92875 -1.02038 1.47589  0.1334
H: 0.48359 1.73853 1.32978  0.0808
H: -0.19675 -2.56424 1.00107  0.1368
H: -0.26138 1.25249 -1.06293  0.1236
H: 2.13502 1.97051 0.72684  0.0791

- structure (SMILES) = CCOC(=O)CO
- HOMO level (eV) = -10.5
- LUMO level (eV) = 0.8
- charge = 0

***

--- B ---
Here is the molecule C4H8O3 from the Open Molecules 2025 dataset. Energies are from ωB97M-V/def2-TZVPD.

Last column: Löwdin charge in e.
Positions of all 15 atoms, in Å:
O: 0.23482 -0.24124 0.30069  0.0005
O: -0.50650 -1.51191 -2.93787  -0.0388
O: 0.54898 0.64976 -1.75653  0.1182
C: -0.03581 0.89975 2.34882  -0.0681
C: -0.34959 -1.55958 -1.55486  -0.1728
C: 0.21354 -0.25908 -1.03248  -0.4721
C: 0.36965 1.05357 0.90347  -0.2214
H: -1.04283 0.47942 2.41537  0.0820
H: -0.28905 1.74099 0.36139  0.1277
H: 0.29681 -2.39641 -1.25789  0.1359
H: -1.31700 -1.71112 -1.05900  0.1349
H: 1.39452 1.41314 0.77970  0.1286
H: -0.03491 1.87452 2.84141  0.0803
H: 0.64862 0.23712 2.88440  0.0804
H: -0.13124 -0.66893 -3.23660  0.0846

- structure (SMILES) = CCOC(=O)CO
- HOMO level (eV) = -10.5
- LUMO level (eV) = 0.8
- charge = 0

***

--- C ---
Here is a 2-piece molecular cluster, C4H8O3 overall from the Open Molecules 2025 dataset. Energies are from ωB97M-V/def2-TZVPD.

Last column: Löwdin charge in e.
Positions of all 15 atoms, in Å:
O: 1.02794 -2.29364 -0.40895  0.0558
O: 1.05490 -0.00727 0.59629  -0.3148
O: -2.61907 1.05617 -0.11983  -0.0870
C: 0.28579 -1.76643 0.29283  -0.0257
C: -0.29188 0.60946 0.13759  -0.0862
C: 2.31530 0.13052 -0.11489  -0.0837
C: -1.75014 -0.06433 0.08581  -0.2649
H: 3.04940 -0.59773 0.28423  0.0978
H: -3.53449 0.78227 0.05202  0.0946
H: -0.40129 1.38085 0.88675  0.1131
H: -1.87924 -0.77354 -0.74472  0.1033
H: -2.01636 -0.57822 1.01525  0.1060
H: -0.12042 1.00160 -0.86165  0.1187
H: 2.73982 1.12660 0.04650  0.0865
H: 2.23665 -0.08009 -1.18791  0.0865

- HOMO level (eV) = -9.6
- LUMO level (eV) = 0.8
- charge = 0

***

--- D ---
Here is the molecule C4H8O3 from the Open Molecules 2025 dataset. Energies are from ωB97M-V/def2-TZVPD.

Last column: Löwdin charge in e.
Positions of all 15 atoms, in Å:
O: 2.76884 -1.03326 0.85950  0.0629
O: -1.61618 1.62940 -0.17641  -0.0644
O: 1.29790 -0.09198 -1.12681  -0.0113
C: -1.57707 0.29654 -0.66317  -0.2597
C: 0.76454 0.03730 0.16319  -0.3828
C: 1.68197 -0.60163 1.17273  -0.1846
C: -0.65177 -0.53061 0.22112  -0.1306
H: -2.59086 -0.12402 -0.64961  0.1167
H: 1.32353 -0.62990 2.22030  0.1371
H: 2.19182 -0.45644 -1.00613  0.0891
H: -1.40951 2.22764 -0.90133  0.0927
H: -1.02472 -0.51065 1.25371  0.1251
H: 0.68915 1.10459 0.44740  0.1569
H: -1.20475 0.25577 -1.69362  0.1213
H: -0.64289 -1.57276 -0.12088  0.1317

- structure (SMILES) = O=C[C@@H](O)CCO
- HOMO level (eV) = -10.4
- LUMO level (eV) = 0.8
- charge = 0

***

What should be chosen as the most stable of them? Choose B.